Record 1
C8H6N2O | wB97M-V/def2-TZVPD

Total charge: 0
E, a.u.: -493.07285
Relative energy (zero: lowest compared OMol25 entry of this formula, charge and spin), kJ/mol: 396.6
Kohn-Sham gap, eV: 7.5
LUMO level, eV: -0.8
Largest force on an atom, eV/Å: 12.81

Positions of all 17 atoms, in Å:
1 O 1.5543 0.6044 2.1169
2 C 1.1563 0.6206 0.8785
3 C 1.6667 1.4627 -0.0768
4 C 1.2746 1.4970 -1.4404
5 C 0.2410 0.5859 -1.6942
6 C -0.3220 -0.1615 -0.8293
7 N -1.3386 -0.9051 -1.1015
8 C -2.0278 -1.7271 -0.2841
9 C -1.6182 -1.6920 1.0633
10 N -0.7259 -0.6718 1.5657
11 C -0.0971 0.0704 0.6208
12 H 1.1015 -0.3429 2.5992
13 H 2.2898 2.3575 0.1618
14 H 1.7700 2.3902 -1.9052
15 H 0.1324 0.4733 -2.8759
16 H -2.8670 -2.3815 -0.6806
17 H -2.1900 -2.1803 1.8820

Record 2
C20H36HgO20S3 | wB97M-V/def2-TZVPD

Total charge: +1
⟨S²⟩: 0.792
Multiplicity: 2
E, a.u.: -3635.87476
Kohn-Sham gap (spin up / spin down), eV: 7.1 / 4.9
LUMO level (spin up / spin down), eV: -4.9 / -6.7
Largest force on an atom, eV/Å: 5.47

Positions of all 80 atoms, in Å:
1 Hg -3.1645 0.3009 -1.1976
2 C -4.2795 -1.7443 0.8769
3 O -4.8949 -0.8364 0.0527
4 H -3.2377 -1.4336 0.9565
5 H -4.5450 -1.6364 1.9285
6 H -4.2601 -2.8210 0.7080
7 C 0.2684 -0.3152 -0.5059
8 O -1.0871 -0.0629 -0.3170
9 H 0.7167 0.6147 -0.8555
10 H 0.7558 -0.7141 0.3838
11 H 0.4548 -1.0461 -1.2927
12 C 4.3535 2.9370 -2.7593
13 C 3.7617 1.5329 -2.4014
14 O 2.7946 1.3849 -3.4572
15 S 3.5933 1.7225 -4.8724
16 O 2.5490 2.0516 -5.8527
17 O 4.4998 0.5807 -5.1643
18 O 4.3870 3.0006 -4.1900
19 H 5.3437 2.8543 -2.3111
20 H 3.8799 3.8417 -2.3780
21 H 3.2063 1.5443 -1.4635
22 H 4.4857 0.7232 -2.3107
23 C -0.5424 -2.1776 2.8248
24 C -1.7507 -2.8311 3.4266
25 O -1.8737 -4.1701 2.9990
26 S -0.7832 -4.5614 1.8479
27 O -1.3779 -4.2730 0.4910
28 O -0.1372 -5.8084 2.1735
29 O 0.1855 -3.2515 2.3035
30 H 0.1437 -1.6584 3.4939
31 H -0.8919 -1.5199 2.0289
32 H -2.6694 -2.2761 3.2364
33 H -1.7275 -2.7429 4.5128
34 C 2.8437 -0.0489 2.2334
35 C 4.2028 -0.5225 2.6509
36 O 4.8859 0.6568 2.8505
37 S 4.4379 1.7374 1.6339
38 O 5.2592 1.9293 0.4669
39 O 3.9480 3.0021 2.2863
40 O 3.0582 0.9539 1.2462
41 H 2.2012 0.4204 2.9784
42 H 2.2925 -0.9153 1.8680
43 H 4.6150 -1.0395 1.7844
44 H 4.1148 -1.2059 3.4956
45 O -2.6249 -0.0419 4.3244
46 C -1.9395 0.9925 4.0786
47 O -1.6284 1.8987 4.9979
48 C -0.7388 2.9885 4.5269
49 C -0.8072 2.7823 2.9878
50 C -1.1657 1.2999 2.7910
51 H 0.2574 2.6821 4.8461
52 H -1.0008 3.9851 4.8820
53 H 0.1886 2.9411 2.5742
54 H -1.3935 3.5022 2.4166
55 H -0.1862 0.8368 2.6714
56 H -1.7574 0.9674 1.9381
57 O -2.0698 1.4890 -2.9443
58 C -1.4280 2.3901 -2.4168
59 O -1.7179 2.8337 -1.2366
60 C -0.6677 3.6809 -0.6402
61 C 0.2872 3.9398 -1.8716
62 C -0.2358 2.9807 -2.9243
63 H -0.1509 3.2439 0.2142
64 H -0.9055 4.7095 -0.3692
65 H 1.2805 3.6515 -1.5276
66 H 0.4728 4.9340 -2.2781
67 H 0.3985 2.1118 -3.0999
68 H -0.1779 3.3826 -3.9359
69 O -2.8702 -1.3183 -2.6728
70 C -2.9320 -2.5177 -2.8022
71 O -3.7514 -3.0113 -3.6840
72 C -3.5301 -4.4371 -3.8937
73 C -2.1993 -4.7190 -3.1570
74 C -2.0636 -3.5089 -2.1793
75 H -3.4046 -4.6836 -4.9480
76 H -4.3769 -4.9461 -3.4333
77 H -1.4337 -4.7898 -3.9296
78 H -2.1816 -5.5720 -2.4786
79 H -1.0341 -3.1836 -2.0294
80 H -2.5273 -3.6713 -1.2063

Record 3
C19H41Cl6NO10 | wB97M-V/def2-TZVPD

Total charge: 0
E, a.u.: -4316.86434
Kohn-Sham gap, eV: 10.3
LUMO level, eV: 0.6
Largest force on an atom, eV/Å: 1.51

Positions of all 77 atoms, in Å:
1 C 4.3422 -5.3295 2.2700
2 O 3.6743 -4.2125 1.7106
3 C 3.2750 -4.4089 0.3830
4 C 4.3966 -4.2147 -0.6366
5 C 5.0342 -2.8384 -0.4806
6 N 3.7905 -4.2918 -1.9861
7 H 3.7470 -6.2368 2.1131
8 H 4.3973 -5.1581 3.3436
9 H 5.3411 -5.4563 1.8441
10 H 2.7908 -5.3862 0.2379
11 H 2.4725 -3.7058 0.1425
12 H 5.1534 -5.0047 -0.6227
13 H 4.3056 -2.0287 -0.4048
14 H 5.6681 -2.5891 -1.3343
15 H 5.6351 -2.8414 0.4289
16 H 4.4722 -4.0372 -2.6942
17 H 3.5531 -5.2502 -2.2281
18 C -7.0053 0.9740 -3.2065
19 C -5.8310 1.0721 -2.2444
20 O -5.7855 -0.1225 -1.4862
21 C -5.0000 -0.1107 -0.4060
22 O -4.2479 0.7669 -0.0765
23 O -5.2056 -1.2551 0.2489
24 C -4.3145 -1.4893 1.3163
25 H -7.0392 0.0204 -3.7433
26 H -6.9852 1.7097 -4.0081
27 H -7.9374 0.9975 -2.6402
28 H -5.9677 1.9654 -1.6345
29 H -4.9029 1.1892 -2.8094
30 H -4.4009 -0.7132 2.0787
31 H -3.2769 -1.4977 0.9854
32 H -4.5093 -2.4405 1.8035
33 C -1.3128 -0.5801 -3.4584
34 C -2.1199 -0.1401 -2.2443
35 O -1.3198 0.5738 -1.2944
36 C -1.1100 1.8520 -1.5278
37 O -1.5425 2.4867 -2.4535
38 O -0.3220 2.3207 -0.5634
39 C -0.1492 3.7353 -0.5492
40 H -0.9952 0.3092 -4.0071
41 H -1.9156 -1.1413 -4.1746
42 H -0.4403 -1.1764 -3.2048
43 H -2.4769 -1.0188 -1.7126
44 H -2.9521 0.5015 -2.5231
45 H 0.7330 3.9474 -1.1579
46 H 0.0606 4.0672 0.4642
47 H -0.9951 4.2949 -0.9371
48 C -2.0623 1.2098 2.4394
49 C -1.1420 2.1618 3.1641
50 O -1.2708 3.4664 2.6008
51 C -0.4934 4.3867 3.1548
52 O 0.2755 4.2555 4.0623
53 O -0.7214 5.5300 2.5060
54 C 0.0063 6.6603 2.9637
55 H -2.2290 0.2862 3.0031
56 H -1.7552 0.9468 1.4288
57 H -3.1048 1.5469 2.4101
58 H -0.1119 1.8067 3.1032
59 H -1.3963 2.1887 4.2268
60 H -0.2827 6.9445 3.9745
61 H -0.1469 7.4857 2.2769
62 H 1.0685 6.4021 2.9605
63 Cl 2.6875 0.0897 -2.1309
64 C 3.5605 -1.0444 -3.1972
65 Cl 3.5871 -0.5365 -4.8945
66 H 4.5836 -1.1379 -2.8502
67 H 3.0768 -2.0032 -3.0291
68 Cl 4.0417 -0.2194 2.1266
69 C 3.8984 1.5368 2.1518
70 Cl 3.6474 2.1560 0.5122
71 H 3.0586 1.8116 2.7814
72 H 4.8124 1.9714 2.5395
73 Cl -0.5355 -2.0677 0.2306
74 C 0.8165 -1.1498 0.8979
75 Cl 0.6908 -0.9037 2.6185
76 H 1.7493 -1.6728 0.6976
77 H 0.9094 -0.2164 0.3507

Record 4
C16H23N3O4S | wB97M-V/def2-TZVPD

Total charge: 0
E, a.u.: -1486.74784
Relative energy (zero: lowest compared OMol25 entry of this formula, charge and spin), kJ/mol: 520.4
Kohn-Sham gap, eV: 7.6
LUMO level, eV: -0.1
Largest force on an atom, eV/Å: 4.55

Positions of all 47 atoms, in Å:
1 C 1.6620 -2.9621 -3.3200
2 C 2.3566 -1.5993 -3.0232
3 C 1.7422 -0.9168 -1.8963
4 O 2.1041 -1.5771 -0.6667
5 C 1.7323 -1.0385 0.4918
6 N 2.2656 -1.9899 1.5195
7 C 1.8448 -1.7960 2.7635
8 S 2.8577 -2.3495 3.9404
9 N 0.6494 -1.3305 3.2622
10 N -0.5130 -1.1113 2.5361
11 C -1.0302 0.0598 2.7339
12 C -2.1893 0.6517 1.9137
13 C -2.6688 -0.1184 0.9103
14 C -3.7784 0.3353 0.1973
15 C -4.5391 1.5098 0.4838
16 C -5.6267 1.9518 -0.5171
17 C -4.0319 2.3512 1.5656
18 C -2.7952 1.9743 2.1735
19 C 2.3829 0.3898 0.6022
20 O 2.2671 1.1459 1.7564
21 C 1.7381 1.1580 -0.4783
22 O 1.8727 2.5920 -0.3410
23 C 2.3085 0.5724 -1.7666
24 O 1.8472 1.4388 -2.9054
25 H 2.2708 -3.5606 -3.9252
26 H 0.7187 -2.6412 -3.8500
27 H 1.4351 -3.4911 -2.4774
28 H 2.4516 -1.0464 -4.0002
29 H 3.4312 -1.8761 -2.8421
30 H 0.6156 -0.9066 -1.9749
31 H 0.6673 -1.0434 0.4261
32 H 3.2470 -2.2599 1.5100
33 H 0.7288 -1.0606 4.2476
34 H -0.6919 0.5657 3.6613
35 H -2.3827 -1.1242 0.6424
36 H -4.2045 -0.4228 -0.5861
37 H -5.9267 1.1286 -1.1766
38 H -5.1939 2.7484 -1.1810
39 H -6.4995 2.2581 -0.0539
40 H -4.4618 3.3038 1.7474
41 H -2.3166 2.5315 3.0236
42 H 3.5106 0.0581 0.4224
43 H 2.4991 2.0205 1.3986
44 H 0.5615 0.9643 -0.3946
45 H 1.4193 2.9885 -1.1454
46 H 3.4000 0.5782 -1.7448
47 H 2.2626 0.9457 -3.6629

Record 5
C3H7NO2 | wB97M-V/def2-TZVPD

Total charge: 0
E, a.u.: -323.75892
Relative energy (zero: lowest compared OMol25 entry of this formula, charge and spin), kJ/mol: 57.9
Kohn-Sham gap, eV: 10.3
LUMO level, eV: 0.7
Largest force on an atom, eV/Å: 0.44

Positions of all 13 atoms, in Å:
1 C -1.5813 0.2268 -0.4028
2 C -0.3454 -0.1698 0.4081
3 O -0.1244 -1.5648 0.4723
4 C 0.8899 0.6626 0.0233
5 N 2.0359 0.0490 -0.3878
6 O 0.8467 1.8687 0.2039
7 H -1.6162 1.3142 -0.5146
8 H -2.4935 -0.0981 0.1089
9 H -1.5764 -0.2201 -1.4065
10 H -0.5183 0.1506 1.4416
11 H -0.3624 -1.9616 -0.3727
12 H 2.0943 -0.8604 -0.8124
13 H 2.8239 0.6692 -0.4974

Record 6
C12H55NO26S | wB97M-V/def2-TZVPD

Total charge: 0
E, a.u.: -2899.41420
Relative energy (zero: lowest compared OMol25 entry of this formula, charge and spin), kJ/mol: 78.5
Kohn-Sham gap, eV: 9.3
LUMO level, eV: -0.9
Largest force on an atom, eV/Å: 3.61

Positions of all 95 atoms, in Å:
1 O -4.5805 2.8524 0.3790
2 C -3.6100 2.6355 1.0528
3 N -2.5269 3.5825 1.2771
4 C -1.3427 2.7562 1.2892
5 O -0.2438 3.0160 0.8603
6 C -1.8056 1.4634 1.9084
7 C -1.1162 0.3858 2.5122
8 C 0.4018 0.4038 2.6312
9 C 1.1386 0.1918 1.2507
10 C 0.1745 -0.1739 0.0930
11 C 0.8759 -0.6157 -1.2551
12 S 0.0594 0.2796 -2.6056
13 O 0.6799 1.5607 -2.7832
14 O 0.1371 -0.4631 -3.8420
15 O -1.4919 0.5334 -2.3248
16 C -1.8575 -0.6921 2.9517
17 C -3.2386 -0.7378 2.8082
18 C -3.9316 0.2884 2.2035
19 C -3.1955 1.3624 1.7792
20 H -2.5573 3.9127 2.2459
21 H 0.6787 -0.4513 3.2605
22 H 0.7231 1.3231 3.1225
23 H 1.9576 -0.5131 1.4007
24 H 1.5632 1.1753 1.0022
25 H -0.3747 0.7390 -0.1486
26 H -0.4854 -1.0014 0.3656
27 H 1.9416 -0.3820 -1.2363
28 H 0.6930 -1.6744 -1.4144
29 H -1.9740 -0.3082 -2.2486
30 H -1.3295 -1.5202 3.4204
31 H -3.7494 -1.6368 3.1555
32 H -5.0053 0.2626 2.0445
33 O 3.7733 -1.2853 0.0444
34 H 4.1323 -1.0595 -0.8275
35 H 4.0702 -0.5616 0.6050
36 O -1.1739 -2.7730 -1.1931
37 H -0.7707 -3.3340 -1.8676
38 H -1.4295 -3.3923 -0.5001
39 O 2.3971 -3.2326 -2.0003
40 H 2.7397 -3.0091 -2.8748
41 H 2.7039 -2.5138 -1.4350
42 O -0.5663 5.4290 -1.3076
43 H -0.1403 4.8503 -1.9520
44 H -0.8000 4.8372 -0.5810
45 O -5.0741 -3.1707 2.6668
46 H -5.0092 -4.1287 2.7060
47 H -5.7381 -3.0174 1.9850
48 O 2.1157 6.7764 -2.1489
49 H 2.6509 6.1018 -2.5783
50 H 1.3163 6.3097 -1.8707
51 O -7.6667 -3.9395 1.9195
52 H -8.1336 -3.2686 2.4266
53 H -8.0658 -4.7756 2.2112
54 O -0.8924 2.6092 4.4153
55 H -0.5415 2.8046 3.5425
56 H -0.6228 3.3607 4.9562
57 O -8.9636 -6.2913 2.8271
58 H -8.6427 -6.9003 3.4999
59 H -9.8406 -6.6196 2.6049
60 O 2.4093 3.8715 0.8662
61 H 2.5571 4.7187 1.3051
62 H 1.4474 3.8348 0.7509
63 O 3.5903 7.9998 0.2241
64 H 3.6751 7.0417 0.2544
65 H 2.9293 8.1465 -0.4620
66 O 1.2649 -5.4248 0.4344
67 H 1.6080 -5.1972 -0.4375
68 H 1.5718 -4.7086 0.9986
69 O 5.3855 -3.9577 -2.0448
70 H 4.4316 -3.9195 -1.9021
71 H 5.5945 -4.8953 -1.9573
72 O 5.1149 -5.1277 0.5433
73 H 4.8974 -4.2214 0.7865
74 H 6.0361 -5.2251 0.8024
75 O 4.3671 0.4711 -2.1902
76 H 4.6585 0.6528 -3.0897
77 H 4.2381 1.3430 -1.8013
78 O 4.6098 -6.9320 -1.9910
79 H 3.8038 -6.6392 -1.5527
80 H 4.6151 -7.8853 -1.8624
81 O 4.8003 4.9955 -0.1860
82 H 5.3279 4.3194 -0.6192
83 H 3.9985 4.5264 0.0955
84 O -2.5569 7.5392 -0.9084
85 H -1.8166 7.0010 -1.2203
86 H -3.3367 7.0418 -1.1714
87 O 3.4015 -4.1599 -4.5230
88 H 4.1181 -4.6988 -4.8739
89 H 2.6007 -4.6203 -4.8031
90 O 1.5102 -2.4779 -5.4822
91 H 1.2978 -1.5819 -5.1847
92 H 2.4399 -2.5851 -5.2423
93 O -6.4286 4.7512 2.1255
94 H -5.8685 4.0936 1.6987
95 H -7.2050 4.2567 2.4045

Record 7
C7H6Cl3F | wB97M-V/def2-TZVPD

Total charge: 0
E, a.u.: -1750.69577
Relative energy (zero: lowest compared OMol25 entry of this formula, charge and spin), kJ/mol: 141.9
Kohn-Sham gap, eV: 8.7
LUMO level, eV: 0.0
Largest force on an atom, eV/Å: 5.50

Positions of all 17 atoms, in Å:
1 F -1.0565 -1.9700 0.6363
2 C -0.5201 -0.7833 0.3077
3 C -1.8916 0.1911 -0.1670
4 Cl -2.7840 -0.6304 -1.4788
5 Cl -2.9846 0.2841 1.3209
6 Cl -1.5035 1.8171 -0.6278
7 C 0.0486 -0.0256 1.3999
8 C 1.0036 0.8990 1.1750
9 C 1.6209 1.1331 -0.0772
10 C 1.4307 0.1957 -1.1110
11 C 0.4907 -0.9460 -0.8371
12 H -0.3059 -0.4509 2.2827
13 H 1.2987 1.3153 2.0911
14 H 2.3889 1.8886 -0.3375
15 H 1.7109 0.1222 -2.1296
16 H 0.0144 -1.1890 -1.8828
17 H 1.0388 -1.8510 -0.5648

Record 8
C37H46GeN4ORuSi3 | wB97M-V/def2-TZVPD

Total charge: 0
E, a.u.: -4772.10938
Relative energy (zero: lowest compared OMol25 entry of this formula, charge and spin), kJ/mol: 39.4
Kohn-Sham gap, eV: 7.8
LUMO level, eV: -0.3
Largest force on an atom, eV/Å: 0.92

Positions of all 93 atoms, in Å:
1 Ru 0.3842 0.6104 0.0299
2 C 1.7540 -2.8598 1.5221
3 Si 2.2239 -1.8286 0.0111
4 C 3.8211 -2.6446 -0.5531
5 C 0.8340 -2.1363 -1.2386
6 C 2.4211 0.0466 0.2406
7 Si 3.5079 0.7530 -1.1071
8 C 5.3356 0.5393 -0.7198
9 C 3.0745 0.0373 -2.7917
10 C 3.2068 2.5890 -1.2920
11 Si 2.7753 0.5005 1.9778
12 C 3.1357 2.3054 2.3246
13 C 4.1601 -0.4350 2.8469
14 C 1.1408 -0.0528 2.7853
15 C 0.9846 -0.4726 4.1009
16 C -0.2016 -1.0506 4.5188
17 C -1.2253 -1.2098 3.6009
18 C -1.0358 -0.7634 2.3072
19 N 0.1081 -0.1967 1.9103
20 H 1.8798 -3.9046 1.2231
21 H 0.7137 -2.7418 1.8284
22 H 2.3865 -2.6963 2.3939
23 H 3.6169 -3.7027 -0.7365
24 H 4.5637 -2.5871 0.2474
25 H 4.2660 -2.2286 -1.4554
26 H 0.0717 -2.8036 -0.8294
27 H 1.2291 -2.6275 -2.1316
28 H 0.3122 -1.2554 -1.6236
29 H 5.6518 -0.5005 -0.6386
30 H 5.5801 1.0366 0.2230
31 H 5.9311 1.0128 -1.5049
32 H 3.1921 -1.0410 -2.8930
33 H 3.7083 0.5125 -3.5455
34 H 2.0378 0.2780 -3.0471
35 H 3.3860 3.1379 -0.3647
36 H 2.1776 2.7786 -1.5982
37 H 3.8510 3.0143 -2.0657
38 H 4.1412 2.5464 1.9693
39 H 3.1093 2.5167 3.3963
40 H 2.4253 2.9710 1.8364
41 H 5.1151 -0.1551 2.3938
42 H 4.0770 -1.5190 2.7894
43 H 4.2124 -0.1492 3.9015
44 H 1.8130 -0.3609 4.7880
45 H -0.3225 -1.3872 5.5405
46 H -2.1647 -1.6692 3.8734
47 H -1.8196 -0.8429 1.5709
48 C 0.1101 2.2264 0.7956
49 Ge -0.0458 4.1479 0.2475
50 C -1.9666 4.4668 0.0400
51 C -2.5555 5.6533 0.4767
52 C -3.9007 5.9031 0.2445
53 C -4.6763 4.9707 -0.4316
54 C -4.1031 3.7902 -0.8788
55 C -2.7554 3.5430 -0.6440
56 C 0.5129 5.0501 1.8956
57 C 1.7160 5.7300 2.0754
58 C 2.0524 6.2777 3.3064
59 C 1.1926 6.1469 4.3857
60 C -0.0072 5.4676 4.2285
61 C -0.3404 4.9266 2.9953
62 C 0.7437 4.7855 -1.4256
63 C 0.0668 4.4705 -2.6054
64 C 0.5672 4.8545 -3.8420
65 C 1.7447 5.5823 -3.9178
66 C 2.4199 5.9185 -2.7531
67 C 1.9283 5.5140 -1.5217
68 H -0.1999 2.2224 1.8566
69 H -1.9598 6.3896 1.0039
70 H -4.3448 6.8279 0.5904
71 H -5.7250 5.1679 -0.6132
72 H -4.7000 3.0638 -1.4175
73 H -2.3073 2.6277 -1.0090
74 H 2.4151 5.8391 1.2572
75 H 2.9922 6.8029 3.4204
76 H 1.4552 6.5720 5.3459
77 H -0.6863 5.3609 5.0648
78 H -1.2849 4.4038 2.8903
79 H -0.8671 3.9226 -2.5653
80 H 0.0321 4.5884 -4.7447
81 H 2.1339 5.8890 -4.8800
82 H 3.3378 6.4903 -2.8041
83 H 2.4933 5.7645 -0.6345
84 N -3.2466 0.2057 0.1281
85 C -2.4831 -0.2455 -0.9103
86 O -1.3067 0.2537 -1.0649
87 C -2.9824 -1.2112 -1.7795
88 C -2.1680 -1.6911 -2.8404
89 N -1.5051 -2.0682 -3.7038
90 C -4.3144 -1.6695 -1.6288
91 N -5.3880 -2.0512 -1.4488
92 H -2.9958 1.1140 0.4874
93 H -4.2311 -0.0142 0.1181